Below is 6 unconnected molecules or ions with the total composition C3H15NO4 at a distorted geometry, with properties calculated with ωB97M-V/def2-TZVPD.

Positions of all 23 atoms, in Å:
N1 -0.73495 0.41968 -1.33488
C1 2.24458 -0.43975 -1.74274
C2 3.23814 0.65939 0.28671
C3 2.62877 -0.36341 -0.43492
H1 -1.47700 -0.12626 -0.91317
H2 -0.14621 -0.07048 -1.98441
H3 2.45188 0.31608 -2.48957
H4 1.78998 -1.36551 -2.06445
H5 3.22085 0.65093 1.36478
H6 3.53747 1.54967 -0.25561
H7 2.34402 -1.18224 0.22508
H8 -3.05426 0.46174 1.05714
H9 -4.00292 1.71245 1.21628
O1 -3.17474 1.34455 1.52713
H10 1.41213 0.96913 1.12897
H11 0.06023 0.39291 1.16195
O2 0.58111 1.08395 1.61954
H12 -0.68990 -1.75541 1.66177
H13 -1.71649 -1.45958 0.42816
O3 -0.69128 -1.70608 0.70310
H14 -3.81444 -1.41658 0.31703
H15 -1.03331 1.28957 -1.74550
O4 -2.97364 -0.96475 0.26761

Forces on the atoms, in the same order (eV/Å):
0.495 0.614 0.013
0.602 -0.323 -0.221
-0.181 0.121 -1.417
0.110 -0.122 1.585
-0.154 0.064 -0.321
-0.243 -0.338 0.018
-0.035 0.133 0.134
-0.165 0.100 -0.154
0.417 -0.061 0.032
0.124 0.151 0.302
-0.236 -0.193 -0.407
-0.276 0.033 -0.060
-0.037 -0.148 -0.162
0.163 0.148 0.266
-0.517 0.410 0.300
-0.363 0.257 0.137
0.381 -0.584 -0.318
-0.177 -0.002 0.010
0.562 -0.502 0.843
0.013 -0.017 -0.308
0.061 -0.282 -0.012
-0.337 -0.067 0.064
-0.207 0.609 -0.326

Calculated values
Gap between HOMO and LUMO (spin up / spin down) = 8.5 / 7.1 eV
ΔE to the lowest compared entry with this formula, charge and spin = 6.3 kcal per mole
LUMO level (spin up / spin down) = 0.1354 / 0.0828 Ha
2S+1 = 2
Net charge = -1